Molecular formula: C18H44BrClP2Yb
Method: DFT, wB97M-V/def2-TZVPD

The geometry in ORCA input format:
```
! wB97M-V def2-TZVPD RIJCOSX def2/J DEFGRID3
* xyz -1 2
Yb 0.461 0.631 -0.279
Cl -0.776 2.074 1.094
P -0.747 -2.582 2.646
C -2.511 -2.982 3.013
C 0.035 -4.244 2.760
C -0.311 -1.860 4.309
C -3.322 -2.864 1.715
H -2.787 -2.158 3.694
C -2.758 -4.313 3.699
H -2.513 -5.174 3.075
H -3.830 -4.337 3.914
H -2.236 -4.405 4.676
H -3.145 -1.876 1.242
H -4.366 -2.938 1.975
H -3.067 -3.642 1.004
H -1.147 -1.165 4.482
C 0.968 -1.007 4.141
C -0.276 -2.840 5.467
H -1.288 -3.069 5.845
H 0.274 -2.385 6.306
H 0.227 -3.801 5.244
H 0.745 -0.101 3.593
H 1.751 -1.545 3.580
H 1.366 -0.736 5.108
C -0.408 -5.105 1.592
H -0.373 -4.654 3.680
C 1.541 -4.172 2.873
H -1.491 -5.261 1.548
H 0.079 -6.089 1.707
H -0.075 -4.649 0.649
H 1.977 -3.664 1.995
H 1.924 -5.212 2.889
H 1.901 -3.684 3.780
H -1.330 -1.081 -0.540
H -1.786 -0.491 -0.366
P 0.626 2.591 -2.401
C 0.561 4.388 -1.832
C 1.961 2.758 -3.630
C -0.832 2.699 -3.584
C 1.246 4.623 -0.489
H -0.523 4.496 -1.691
C 1.076 5.476 -2.787
H 2.159 5.424 -2.916
H 0.848 6.432 -2.308
H 0.587 5.512 -3.758
H 0.889 3.958 0.300
H 0.990 5.654 -0.180
H 2.347 4.590 -0.583
H -1.606 3.114 -2.914
C -1.307 1.338 -4.104
C -0.671 3.650 -4.780
H -0.763 4.697 -4.502
H -1.501 3.468 -5.475
H 0.246 3.479 -5.362
H -1.543 0.624 -3.307
H -0.588 0.894 -4.813
H -2.239 1.513 -4.671
C 3.337 3.014 -3.009
H 1.692 3.684 -4.121
C 1.997 1.704 -4.739
H 3.404 3.972 -2.483
H 4.077 3.042 -3.825
H 3.596 2.182 -2.329
H 1.949 0.690 -4.306
H 2.947 1.823 -5.290
H 1.200 1.831 -5.483
Br 1.131 -1.943 -0.741
*
```

Calculated values
Orbital gap (spin up / spin down) ... 2.7 / 6.6 eV
DFT total energy ... -152053.7210 eV
Energy above the lowest of the compared OMol25 structures with the same formula, charge and spin ... 23.0 kJ/mol

Here are the Mulliken charges for atoms 1 to 8, given in e: -0.041 -0.551 0.735 0.415 0.827 0.418 -1.418 0.404